166
Properties=species:S:1:pos:R:3 method="wB97M-V/def2-TZVPD" s2=3.81 orbital_gap_ev="7.125 / 7.327" spin_multiplicity=4 homo_energy_ha="-0.274 / -0.275" lumo_ev="-0.34 / -0.16"
Cr -1.6184 -0.3680 -1.5021
C -1.6733 -3.9955 0.9249
C -1.3219 -3.6352 -0.5084
C -0.0063 -4.2736 -0.9479
C -2.4792 -3.9813 -1.4170
C -2.6789 -5.3164 -1.7415
C -3.7618 -5.7165 -2.5033
C -4.6289 -4.7564 -2.9843
C -4.4690 -3.3967 -2.7070
C -5.4870 -2.5021 -3.4398
C -6.8038 -2.3250 -2.6615
C -5.0062 -1.1695 -4.0067
C -3.4004 -3.0193 -1.8583
N -3.2517 -1.6510 -1.4564
C -4.2918 -1.0141 -0.9942
C -4.2607 0.3886 -1.0019
C -5.2269 1.3698 -0.7843
C -4.6574 2.5690 -1.2028
C -3.3491 2.2906 -1.6529
N -3.1207 0.9712 -1.5377
C -2.3007 3.2793 -2.1158
C -1.1883 3.3544 -1.0566
C -1.6967 2.8329 -3.4534
C -2.9300 4.6607 -2.2947
H -0.7895 -3.9109 1.5510
H -2.0498 -5.0220 0.9786
H -2.4383 -3.3211 1.3164
H -1.1480 -2.5625 -0.5303
H -0.0187 -5.3631 -0.8426
H 0.8032 -3.8857 -0.3258
H 0.2171 -4.0251 -1.9883
H -1.9864 -6.0597 -1.3654
H -3.9139 -6.7629 -2.7405
H -5.4539 -5.0579 -3.6224
H -5.7381 -3.0946 -4.3203
H -6.7662 -1.4557 -2.0000
H -7.0248 -3.2077 -2.0591
H -7.6362 -2.1718 -3.3527
H -4.9455 -0.3704 -3.2692
H -5.7090 -0.8450 -4.7782
H -4.0316 -1.2823 -4.4655
H -5.1771 -1.5614 -0.6796
H -6.2229 1.2113 -0.3942
H -5.1388 3.5349 -1.2108
H -0.7109 2.3875 -0.9128
H -1.5873 3.6673 -0.0880
H -0.4142 4.0656 -1.3656
H -1.1369 1.9048 -3.3422
H -1.0033 3.5959 -3.8180
H -2.4822 2.6879 -4.2036
H -3.4517 4.9793 -1.3887
H -3.6416 4.6679 -3.1271
H -2.1480 5.3941 -2.5063
C 2.8696 -5.1432 4.3840
C 2.1422 -3.8368 4.5785
C 2.8417 -2.6559 4.7909
C 2.1867 -1.4360 4.9074
C 2.9595 -0.1590 5.1146
C 0.7929 -1.4028 4.8000
C 0.0636 -2.5839 4.6368
C -1.4449 -2.5451 4.6292
C 0.7539 -3.7857 4.5231
C 0.0514 -0.1149 4.9474
C -0.3001 0.2477 6.2451
C -1.0382 1.3927 6.4921
C -1.4400 2.1807 5.4300
C -1.1019 1.8521 4.1170
C -0.3349 0.7024 3.8652
Ge 0.1479 0.3228 1.9839
S -1.6660 -0.0816 0.8309
S 1.7023 -1.2495 1.4503
Ge 2.0744 0.2420 -0.1926
S 0.6734 -0.0540 -1.8602
S 1.3283 1.9840 1.0073
C 3.9532 0.2356 -0.8113
C 4.3332 -0.5974 -1.8802
C 5.6702 -0.6587 -2.2717
C 6.6325 0.1162 -1.6504
C 6.2582 0.9540 -0.6154
C 4.9350 1.0195 -0.1775
C 4.6889 1.9483 0.9709
C 4.9299 1.5038 2.2739
C 5.3339 0.0756 2.5423
C 4.7988 2.4065 3.3243
C 4.4521 3.7333 3.1087
C 4.3575 4.7010 4.2623
C 4.2363 4.1567 1.8025
C 4.3563 3.2861 0.7273
C 4.1026 3.7736 -0.6777
C 3.3970 -1.4466 -2.6906
C 2.8967 -0.9695 -3.9061
C 3.1275 0.4482 -4.3703
C 2.1554 -1.8302 -4.7126
C 1.9193 -3.1483 -4.3549
C 1.1236 -4.0723 -5.2437
C 2.4385 -3.6060 -3.1487
C 3.1674 -2.7770 -2.3076
C 3.7133 -3.3084 -1.0052
C -1.5811 2.8163 3.0698
C -2.8839 2.7333 2.5705
C -3.8132 1.5951 2.9096
C -3.3612 3.7612 1.7576
C -2.5916 4.8709 1.4520
C -3.1572 6.0151 0.6490
C -1.2953 4.9335 1.9538
C -0.7809 3.9336 2.7673
C 0.5928 4.0942 3.3686
H 3.8448 -5.1303 4.8718
H 3.0335 -5.3288 3.3185
H 2.2924 -5.9788 4.7810
H 3.9271 -2.6800 4.8529
H 4.0079 -0.3684 5.3283
H 2.5460 0.4238 5.9389
H 2.9077 0.4674 4.2175
H -1.8234 -1.9644 3.7834
H -1.8204 -2.0667 5.5364
H -1.8612 -3.5492 4.5708
H 0.1929 -4.7071 4.3884
H 0.0119 -0.3915 7.0642
H -1.3016 1.6678 7.5066
H -2.0298 3.0748 5.6013
H 5.9373 -1.3170 -3.0908
H 7.6656 0.0726 -1.9750
H 6.9969 1.5659 -0.1085
H 6.0759 -0.2692 1.8217
H 4.4700 -0.5934 2.4670
H 5.7564 -0.0231 3.5420
H 4.9930 2.0697 4.3395
H 4.0529 4.1930 5.1783
H 3.6395 5.4938 4.0527
H 5.3257 5.1729 4.4501
H 3.9674 5.1932 1.6168
H 3.9476 4.8523 -0.6911
H 3.2107 3.2987 -1.0983
H 4.9365 3.5324 -1.3386
H 3.9661 0.9161 -3.8579
H 2.2384 1.0524 -4.1646
H 3.3193 0.4764 -5.4456
H 1.7693 -1.4580 -5.6607
H 1.0101 -3.6542 -6.2458
H 0.1246 -4.2476 -4.8326
H 1.6119 -5.0431 -5.3352
H 2.2649 -4.6371 -2.8529
H 3.3706 -4.3284 -0.8309
H 3.3933 -2.6917 -0.1618
H 4.8057 -3.3049 -1.0063
H -3.4483 1.0000 3.7452
H -3.9154 0.9298 2.0496
H -4.8047 1.9788 3.1596
H -4.3719 3.6899 1.3645
H -4.0712 5.7196 0.1308
H -2.4393 6.3753 -0.0914
H -3.4050 6.8545 1.3029
H -0.6781 5.7999 1.7279
H 1.0144 5.0607 3.0920
H 1.2807 3.3202 3.0273
H 0.5540 4.0327 4.4585
C -0.5970 0.5326 -6.5068
C -1.1305 -0.8176 -6.0025
C -1.3682 -0.7703 -4.5675
N -1.5379 -0.6860 -3.4459
H -0.4091 0.4686 -7.5764
H 0.3325 0.7908 -5.9994
H -1.3198 1.3263 -6.3235
H -0.4128 -1.6165 -6.1921
H -2.0642 -1.0854 -6.4966